The following is a DFT calculation (wB97M-V/def2-TZVPD) of a 10-piece molecular cluster, C72H180BF4N9O9 overall.

Its total charge is +8. The spin multiplicity is 1. The energy comes out at -120874.8900 eV.

Last columns: bonded neighbours and bond lengths (Å).
Element x y z (Å)
1 C 7.9596 4.4415 2.7262  C2 1.575, H11 1.090, H12 1.090, H13 1.090
2 C 7.9045 2.8692 2.8087  C1 1.575, N3 1.607, H14 1.090, H15 1.090
3 N 6.4127 2.3434 3.0942  C2 1.607, C4 1.575, C5 1.538, C7 1.525
4 C 6.4734 0.7800 3.2715  N3 1.575, H16 1.090, H17 1.090, H18 1.090
5 C 5.7861 2.9839 4.3445  N3 1.538, C6 1.621, H19 1.090, H20 1.090
6 C 6.6776 2.9912 5.6985  C5 1.621, H21 1.090, H22 1.090, H23 1.090
7 C 5.6576 2.5842 1.7909  N3 1.525, C8 1.579, H24 1.090, H25 1.090
8 C 4.3895 1.6651 1.5919  C7 1.579, O9 1.390, H26 1.090, H27 1.090
9 O 3.5446 1.9952 2.6456  C8 1.390, C10 1.425
10 C 2.3950 1.1698 2.8101  O9 1.425, H28 1.090, H29 1.090, H30 1.090
11 H 7.5383 4.9092 3.6161  C1 1.090
12 H 7.3634 4.7414 1.8644  C1 1.090
13 H 8.9627 4.7826 2.4701  C1 1.090
14 H 8.6647 2.5069 3.5007  C2 1.090
15 H 8.2812 2.5391 1.8405  C2 1.090
16 H 5.4513 0.4369 3.4318  C4 1.090
17 H 7.2709 0.6321 3.9997  C4 1.090
18 H 6.7828 0.4071 2.2952  C4 1.090
19 H 4.9127 2.3562 4.5212  C5 1.090
20 H 5.5200 4.0278 4.1785  C5 1.090
21 H 6.2551 3.6588 6.4494  C6 1.090
22 H 7.6748 3.3773 5.4872  C6 1.090
23 H 6.8289 2.0389 6.2069  C6 1.090
24 H 6.3552 2.4464 0.9647  C7 1.090
25 H 5.4010 3.6357 1.9191  C7 1.090
26 H 4.6751 0.6219 1.4569  C8 1.090
27 H 3.9031 1.8821 0.6408  C8 1.090
28 H 1.8646 1.4995 3.7034  C10 1.090
29 H 2.7879 0.1553 2.8784  C10 1.090
30 H 1.7288 1.2222 1.9490  C10 1.090
31 C 0.9764 3.9598 0.1605  C32 1.549, H41 1.090, H42 1.090, H43 1.090
32 C 1.5519 4.3726 1.5384  C31 1.549, N33 1.526, H44 1.090, H45 1.090
33 N 1.3599 5.8228 1.9745  C32 1.526, C34 1.583, C35 1.590, C37 1.620
34 C -0.1657 6.1881 2.1853  N33 1.583, H46 1.090, H47 1.090, H48 1.090
35 C 2.0926 5.9568 3.3787  N33 1.590, C36 1.517, H49 1.090, H50 1.090
36 C 3.6096 5.9674 3.3573  C35 1.517, H51 1.090, H52 1.090, H53 1.090
37 C 2.0437 6.7501 0.8358  N33 1.620, C38 1.496, H54 1.090, H55 1.090
38 C 1.8690 8.1980 1.1704  C37 1.496, O39 1.442, H56 1.090, H57 1.090
39 O 2.4940 8.7420 2.3510  C38 1.442, C40 1.454
40 C 1.9193 9.9075 3.0035  O39 1.454, H58 1.090, H59 1.090, H60 1.090
41 H -0.1058 3.8713 0.0656  C31 1.090
42 H 1.3752 2.9512 0.0517  C31 1.090
43 H 1.4370 4.4569 -0.6932  C31 1.090
44 H 2.6295 4.2550 1.4239  C32 1.090
45 H 1.2269 3.8062 2.4111  C32 1.090
46 H -0.1959 7.2038 2.5798  C34 1.090
47 H -0.5512 5.4904 2.9287  C34 1.090
48 H -0.5539 6.0631 1.1745  C34 1.090
49 H 1.7148 5.1737 4.0361  C35 1.090
50 H 1.7053 6.8903 3.7870  C35 1.090
51 H 3.9062 4.9636 3.0530  C36 1.090
52 H 4.0326 6.1710 4.3410  C36 1.090
53 H 4.0424 6.6308 2.6085  C36 1.090
54 H 1.6316 6.6222 -0.1651  C37 1.090
55 H 3.0732 6.4244 0.6870  C37 1.090
56 H 0.8011 8.3935 1.2680  C38 1.090
57 H 2.1409 8.8377 0.3308  C38 1.090
58 H 0.8950 9.6963 3.3106  C40 1.090
59 H 1.7029 10.6329 2.2192  C40 1.090
60 H 2.5384 10.4097 3.7468  C40 1.090
61 C 5.3794 -3.0024 3.6838  C62 1.511, H71 1.090, H72 1.090, H73 1.090
62 C 4.6222 -2.5634 2.4527  C61 1.511, N63 1.606, H74 1.090, H75 1.090
63 N 4.1992 -3.7534 1.4608  C62 1.606, C64 1.599, C65 1.578, C67 1.505
64 C 3.6259 -4.9266 2.3839  N63 1.599, H76 1.090, H77 1.090, H78 1.090
65 C 3.0004 -3.2465 0.5686  N63 1.578, C66 1.573, H79 1.090, H80 1.090
66 C 3.4967 -2.1457 -0.4396  C65 1.573, H81 1.090, H82 1.090, H83 1.090
67 C 5.4119 -4.3133 0.7683  N63 1.505, C68 1.580, H84 1.090, H85 1.090
68 C 5.1962 -5.3717 -0.3842  C67 1.580, O69 1.424, H86 1.090, H87 1.090
69 O 4.3889 -6.4625 0.0460  C68 1.424, C70 1.397
70 C 5.0733 -7.6500 0.3179  O69 1.397, H88 1.090, H89 1.090, H90 1.090
71 H 5.5290 -2.1065 4.2864  C61 1.090
72 H 6.3339 -3.4995 3.5103  C61 1.090
73 H 4.8549 -3.6647 4.3726  C61 1.090
74 H 5.2807 -1.9862 1.8035  C62 1.090
75 H 3.7648 -1.9210 2.6533  C62 1.090
76 H 3.1375 -5.6536 1.7350  C64 1.090
77 H 2.8819 -4.5337 3.0768  C64 1.090
78 H 4.4161 -5.4738 2.8981  C64 1.090
79 H 2.2024 -2.9302 1.2405  C65 1.090
80 H 2.7621 -4.0968 -0.0703  C65 1.090
81 H 3.5695 -1.1453 -0.0129  C66 1.090
82 H 2.6072 -1.8871 -1.0141  C66 1.090
83 H 4.2995 -2.4036 -1.1303  C66 1.090
84 H 6.0995 -4.6381 1.5492  C67 1.090
85 H 5.8710 -3.4172 0.3506  C67 1.090
86 H 6.1533 -5.7060 -0.7847  C68 1.090
87 H 4.7532 -4.8301 -1.2200  C68 1.090
88 H 4.4615 -8.4545 0.7260  C70 1.090
89 H 5.8315 -7.4430 1.0731  C70 1.090
90 H 5.5343 -7.9175 -0.6330  C70 1.090
91 C -1.2945 -2.5611 -7.5605  C92 1.554, H101 1.090, H102 1.090, H103 1.090
92 C -0.2526 -2.3507 -6.4269  C91 1.554, N93 1.559, H104 1.090, H105 1.090
93 N -0.7643 -2.0556 -4.9840  C92 1.559, C94 1.587, C95 1.544, C97 1.581
94 C 0.3412 -1.2250 -4.2048  N93 1.587, H106 1.090, H107 1.090, H108 1.090
95 C -2.0220 -1.1612 -4.9394  N93 1.544, C96 1.568, H109 1.090, H110 1.090
96 C -2.6252 -0.9024 -3.5155  C95 1.568, H111 1.090, H112 1.090, H113 1.090
97 C -0.8065 -3.3653 -4.1000  N93 1.581, C98 1.561, H114 1.090, H115 1.090
98 C -1.9712 -4.3365 -4.4711  C97 1.561, O99 1.437, H116 1.090, H117 1.090
99 O -3.2898 -3.8008 -4.2698  C98 1.437, C100 1.473
100 C -4.3433 -4.5228 -5.0037  O99 1.473, H118 1.090, H119 1.090, H120 1.090
101 H -1.8093 -1.6505 -7.8669  C91 1.090
102 H -2.0822 -3.2745 -7.3179  C91 1.090
103 H -0.6832 -2.9470 -8.3763  C91 1.090
104 H 0.2555 -1.4149 -6.6596  C92 1.090
105 H 0.4500 -3.1835 -6.3978  C92 1.090
106 H 1.2792 -1.7702 -4.3097  C94 1.090
107 H 0.0680 -1.0605 -3.1624  C94 1.090
108 H 0.3817 -0.2440 -4.6781  C94 1.090
109 H -2.8047 -1.6352 -5.5317  C95 1.090
110 H -1.7312 -0.2523 -5.4660  C95 1.090
111 H -3.4652 -0.2140 -3.4219  C96 1.090
112 H -1.9357 -0.4158 -2.8257  C96 1.090
113 H -2.8874 -1.8255 -2.9986  C96 1.090
114 H -0.8880 -3.0885 -3.0489  C97 1.090
115 H 0.1298 -3.8938 -4.2797  C97 1.090
116 H -1.9345 -5.1969 -3.8030  C98 1.090
117 H -1.7881 -4.6865 -5.4870  C98 1.090
118 H -5.2908 -4.3530 -4.4923  C100 1.090
119 H -4.0991 -5.5790 -5.1165  C100 1.090
120 H -4.4416 -4.1946 -6.0384  C100 1.090
121 C -0.4102 -3.9900 -0.2181  C122 1.502, H131 1.090, H132 1.090, H133 1.090
122 C -0.4298 -5.0062 0.8874  C121 1.502, N123 1.598, H134 1.090, H135 1.090
123 N -1.6058 -4.6850 1.9204  C122 1.598, C124 1.529, C125 1.562, C127 1.576
124 C -1.5823 -5.7544 3.0127  N123 1.529, H136 1.090, H137 1.090, H138 1.090
125 C -1.5106 -3.3304 2.6916  N123 1.562, C126 1.550, H139 1.090, H140 1.090
126 C -0.1024 -2.9334 3.2036  C125 1.550, H141 1.090, H142 1.090, H143 1.090
127 C -3.0010 -4.7826 1.1939  N123 1.576, C128 1.582, H144 1.090, H145 1.090
128 C -3.3142 -6.1688 0.4984  C127 1.582, O129 1.446, H146 1.090, H147 1.090
129 O -2.5934 -6.5775 -0.6870  C128 1.446, C130 1.431
130 C -2.8786 -7.8931 -1.1727  O129 1.431, H148 1.090, H149 1.090, H150 1.090
131 H -1.2762 -4.0029 -0.8799  C121 1.090
132 H 0.4081 -4.3285 -0.8536  C121 1.090
133 H -0.1880 -2.9302 -0.0936  C121 1.090
134 H 0.4932 -5.1138 1.4572  C122 1.090
135 H -0.6213 -6.0196 0.5347  C122 1.090
136 H -0.6655 -5.6460 3.5922  C124 1.090
137 H -1.5324 -6.7747 2.6324  C124 1.090
138 H -2.5087 -5.6294 3.5734  C124 1.090
139 H -2.2724 -3.3949 3.4685  C125 1.090
140 H -1.8223 -2.5396 2.0093  C125 1.090
141 H -0.0980 -1.9877 3.7456  C126 1.090
142 H 0.5702 -2.7406 2.3678  C126 1.090
143 H 0.4361 -3.6502 3.8235  C126 1.090
144 H -3.1122 -3.9688 0.4773  C127 1.090
145 H -3.7200 -4.8311 2.0117  C127 1.090
146 H -4.3380 -5.9992 0.1649  C128 1.090
147 H -3.2883 -6.9760 1.2304  C128 1.090
148 H -3.9419 -8.0725 -1.3321  C130 1.090
149 H -2.5940 -8.5402 -0.3430  C130 1.090
150 H -2.2566 -8.1553 -2.0285  C130 1.090
151 C 6.8120 2.4510 -2.0890  C152 1.528, H161 1.090, H162 1.090, H163 1.090
152 C 6.1207 1.4454 -3.0089  C151 1.528, N153 1.485, H164 1.090, H165 1.090
153 N 4.8080 1.8770 -3.5514  C152 1.485, C154 1.537, C155 1.575, C157 1.564
154 C 4.3287 0.7717 -4.5053  N153 1.537, H166 1.090, H167 1.090, H168 1.090
155 C 3.7504 2.0444 -2.3960  N153 1.575, C156 1.541, H169 1.090, H170 1.090
156 C 2.2914 2.2829 -2.8318  C155 1.541, H171 1.090, H172 1.090, H173 1.090
157 C 4.8694 3.2228 -4.3455  N153 1.564, C158 1.623, H174 1.090, H175 1.090
158 C 6.0625 3.2544 -5.4459  C157 1.623, O159 1.411, H176 1.090, H177 1.090
159 O 6.0242 2.1536 -6.3273  C158 1.411, C160 1.414
160 C 7.1285 1.9886 -7.1956  O159 1.414, H178 1.090, H179 1.090, H180 1.090
161 H 6.1463 2.9780 -1.4054  C151 1.090
162 H 7.3409 3.1782 -2.7050  C151 1.090
163 H 7.5153 1.8638 -1.4985  C151 1.090
164 H 6.0047 0.4349 -2.6169  C152 1.090
165 H 6.8068 1.2955 -3.8425  C152 1.090
166 H 3.9124 0.0133 -3.8422  C154 1.090
167 H 5.0986 0.3946 -5.1785  C154 1.090
168 H 3.4761 1.1656 -5.0584  C154 1.090
169 H 4.0511 2.8798 -1.7636  C155 1.090
170 H 3.7621 1.1976 -1.7097  C155 1.090
171 H 1.9403 1.4886 -3.4905  C156 1.090
172 H 2.0475 3.2567 -3.2564  C156 1.090
173 H 1.6215 2.1383 -1.9842  C156 1.090
174 H 5.1192 4.0437 -3.6734  C157 1.090
175 H 3.9038 3.4269 -4.8083  C157 1.090
176 H 7.0399 3.2664 -4.9636  C158 1.090
177 H 6.0944 4.1745 -6.0294  C158 1.090
178 H 7.1818 2.8815 -7.8185  C160 1.090
179 H 7.0508 1.0662 -7.7712  C160 1.090
180 H 8.0761 1.8112 -6.6871  C160 1.090
181 C -3.6658 -3.5699 6.4696  C182 1.520, H191 1.090, H192 1.090, H193 1.090
182 C -2.5072 -2.6629 6.8491  C181 1.520, N183 1.562, H194 1.090, H195 1.090
183 N -2.9035 -1.4253 7.7154  C182 1.562, C184 1.525, C185 1.616, C187 1.596
184 C -4.1601 -0.7316 7.2009  N183 1.525, H196 1.090, H197 1.090, H198 1.090
185 C -3.2879 -1.8132 9.2359  N183 1.616, C186 1.542, H199 1.090, H200 1.090
186 C -2.1010 -2.4958 9.9453  C185 1.542, H201 1.090, H202 1.090, H203 1.090
187 C -1.7115 -0.3678 7.6329  N183 1.596, C188 1.605, H204 1.090, H205 1.090
188 C -1.6463 0.6592 6.4009  C187 1.605, O189 1.432, H206 1.090, H207 1.090
189 O -2.0094 0.0290 5.1676  C188 1.432, C190 1.407
190 C -1.8174 0.7953 4.0030  O189 1.407, H208 1.090, H209 1.090, H210 1.090
191 H -4.3822 -3.8249 7.2505  C181 1.090
192 H -3.3258 -4.4996 6.0132  C181 1.090
193 H -4.2162 -3.1507 5.6274  C181 1.090
194 H -2.0226 -2.2650 5.9574  C182 1.090
195 H -1.8500 -3.2916 7.4497  C182 1.090
196 H -5.0113 -1.4104 7.2534  C184 1.090
197 H -4.0619 -0.3837 6.1726  C184 1.090
198 H -4.2672 0.1560 7.8245  C184 1.090
199 H -4.1716 -2.4512 9.2375  C185 1.090
200 H -3.5097 -0.8844 9.7615  C185 1.090
201 H -1.1275 -2.0114 9.8702  C186 1.090
202 H -1.9553 -3.5358 9.6532  C186 1.090
203 H -2.3038 -2.6259 11.0083  C186 1.090
204 H -0.8212 -0.9906 7.7207  C187 1.090
205 H -1.8970 0.1997 8.5448  C187 1.090
206 H -0.6357 1.0383 6.2490  C188 1.090
207 H -2.2100 1.5352 6.7217  C188 1.090
208 H -0.7558 0.9106 3.7841  C190 1.090
209 H -2.1989 1.8162 4.0143  C190 1.090
210 H -2.0986 0.2380 3.1095  C190 1.090
211 C -6.9545 3.4028 -2.7174  C212 1.514, H221 1.090, H222 1.090, H223 1.090
212 C -5.6174 2.9845 -3.2907  C211 1.514, N213 1.578, H224 1.090, H225 1.090
213 N -5.0841 3.8003 -4.5316  C212 1.578, C214 1.523, C215 1.544, C217 1.516
214 C -6.0087 3.9290 -5.7344  N213 1.523, H226 1.090, H227 1.090, H228 1.090
215 C -4.7177 5.2400 -4.1096  N213 1.544, C216 1.561, H229 1.090, H230 1.090
216 C -3.9089 6.1501 -5.0865  C215 1.561, H231 1.090, H232 1.090, H233 1.090
217 C -3.8147 3.1761 -5.0757  N213 1.516, C218 1.570, H234 1.090, H235 1.090
218 C -2.4764 3.1261 -4.2571  C217 1.570, O219 1.452, H236 1.090, H237 1.090
219 O -2.5156 2.5897 -2.9089  C218 1.452, C220 1.402
220 C -1.2737 2.4902 -2.2669  O219 1.402, H238 1.090, H239 1.090, H240 1.090
221 H -7.7550 3.4751 -3.4537  C211 1.090
222 H -6.7736 4.3358 -2.1837  C211 1.090
223 H -7.2667 2.6702 -1.9732  C211 1.090
224 H -5.7345 1.9872 -3.7147  C212 1.090
225 H -4.8016 2.9693 -2.5681  C212 1.090
226 H -6.5812 3.0245 -5.9395  C214 1.090
227 H -5.3613 4.1653 -6.5790  C214 1.090
228 H -6.6826 4.7699 -5.5704  C214 1.090
229 H -4.3293 5.2058 -3.0918  C215 1.090
230 H -5.6811 5.6945 -3.8785  C215 1.090
231 H -4.3394 6.0967 -6.0864  C216 1.090
232 H -2.8436 5.9212 -5.0564  C216 1.090
233 H -3.9334 7.1925 -4.7689  C216 1.090
234 H -3.5765 3.5913 -6.0549  C217 1.090
235 H -4.1424 2.1573 -5.2827  C217 1.090
236 H -1.9797 4.0768 -4.0633  C218 1.090
237 H -1.7313 2.6459 -4.8915  C218 1.090
238 H -0.7958 1.5756 -2.6178  C220 1.090
239 H -1.3844 2.3023 -1.1990  C220 1.090
240 H -0.5980 3.3436 -2.3246  C220 1.090
241 C -6.5449 -4.2592 -1.1829  C242 1.519, H251 1.090, H252 1.090, H253 1.090
242 C -6.9461 -2.8284 -0.8679  C241 1.519, N243 1.565, H254 1.090, H255 1.090
243 N -7.1763 -1.8776 -2.0896  C242 1.565, C244 1.586, C245 1.567, C247 1.597
244 C -5.8218 -1.6331 -2.8777  N243 1.586, H256 1.090, H257 1.090, H258 1.090
245 C -8.2622 -2.4229 -3.0798  N243 1.567, C246 1.532, H259 1.090, H260 1.090
246 C -9.5600 -2.9545 -2.4624  C245 1.532, H261 1.090, H262 1.090, H263 1.090
247 C -7.7329 -0.4645 -1.5965  N243 1.597, C248 1.562, H264 1.090, H265 1.090
248 C -6.8833 0.1708 -0.4495  C247 1.562, O249 1.379, H266 1.090, H267 1.090
249 O -5.6608 0.4950 -0.9998  C248 1.379, C250 1.362
250 C -4.6461 0.6522 -0.1047  O249 1.362, H268 1.090, H269 1.090, H270 1.090
251 H -6.4437 -4.9009 -0.3077  C241 1.090
252 H -5.6798 -4.3179 -1.8433  C241 1.090
253 H -7.2865 -4.8183 -1.7536  C241 1.090
254 H -6.2421 -2.3177 -0.2110  C242 1.090
255 H -7.9263 -2.8082 -0.3916  C242 1.090
256 H -5.0182 -1.7623 -2.1527  C244 1.090
257 H -5.7459 -0.6828 -3.4061  C244 1.090
258 H -5.6335 -2.4535 -3.5703  C244 1.090
259 H -7.7378 -3.2413 -3.5731  C245 1.090
260 H -8.3997 -1.7870 -3.9543  C245 1.090
261 H -10.2931 -3.2698 -3.2049  C246 1.090
262 H -10.1069 -2.1770 -1.9291  C246 1.090
263 H -9.4053 -3.7312 -1.7135  C246 1.090
264 H -8.7308 -0.7357 -1.2520  C247 1.090
265 H -7.7937 0.1570 -2.4899  C247 1.090
266 H -6.8831 -0.5255 0.3891  C248 1.090
267 H -7.4305 1.0659 -0.1539  C248 1.090
268 H -4.5641 -0.2655 0.4777  C250 1.090
269 H -4.6611 1.5387 0.5294  C250 1.090
270 H -3.6767 0.7896 -0.5836  C250 1.090
271 B -0.2616 0.0331 0.2885  F272 1.340, F273 1.341, F274 1.388, F275 1.426
272 F -0.4908 1.2048 0.8970  B271 1.340
273 F 0.4738 -0.7763 1.0638  B271 1.341
274 F -1.4954 -0.5838 0.1323  B271 1.388
275 F 0.2801 0.1827 -1.0217  B271 1.426